[1]
{"formula": "C25H42FN3O8S", "method": "wB97M-V/def2-TZVPD", "e_homo_ev": -4.53, "gap_ev": 1.5, "largest_force_ha_per_bohr": 0.0603, "e_lumo_ev": -3.04, "symbols": ["C", "C", "O", "C", "O", "C", "C", "C", "C", "C", "O", "C", "C", "O", "C", "N", "C", "C", "O", "C", "N", "C", "C", "S", "O", "O", "F", "H", "H", "H", "H", "H", "H", "H", "H", "H", "H", "H", "H", "H", "H", "H", "H", "H", "H", "H", "H", "H", "H", "H", "H", "C", "C", "C", "C", "C", "C", "N", "O", "C", "C", "C", "H", "H", "H", "H", "H", "H", "H", "H", "H", "H", "H", "H", "H", "H", "H", "H", "H", "H"], "xyz": [[4.913, 3.702, -0.045], [3.432, 4.102, 0.166], [3.026, 5.254, -0.594], [2.650, 4.973, -1.877], [3.303, 5.444, -2.789], [1.436, 4.169, -2.200], [1.438, 3.217, -3.259], [2.650, 2.941, -4.122], [3.941, 2.596, -3.345], [4.289, 1.099, -3.364], [5.654, 1.008, -2.912], [6.020, -0.301, -2.669], [6.041, -0.775, -1.224], [6.328, -1.027, -3.580], [0.298, 2.545, -3.543], [-0.896, 2.716, -2.856], [-2.060, 1.954, -3.299], [-2.691, 1.060, -2.214], [-3.070, 1.724, -1.042], [-1.813, -0.218, -1.917], [-1.868, -0.548, -0.492], [-0.901, 3.606, -1.858], [0.180, 4.321, -1.487], [-0.084, 5.411, -0.110], [-1.428, 5.206, 0.327], [0.837, 5.141, 0.934], [0.061, 6.886, -0.618], [5.393, 3.600, 0.937], [5.481, 4.429, -0.631], [4.953, 2.696, -0.483], [2.723, 3.281, -0.012], [3.315, 4.384, 1.218], [2.846, 3.816, -4.754], [2.446, 2.112, -4.816], [4.775, 3.107, -3.845], [3.943, 2.917, -2.305], [3.668, 0.624, -2.581], [4.153, 0.622, -4.341], [6.836, -1.501, -1.052], [6.112, 0.060, -0.520], [5.070, -1.260, -1.043], [0.312, 1.827, -4.357], [-2.813, 2.661, -3.675], [-1.766, 1.308, -4.134], [-3.626, 0.673, -2.645], [-2.303, 1.917, -0.491], [-2.282, -1.059, -2.456], [-0.785, -0.123, -2.289], [-1.034, -1.043, -0.209], [-2.693, -1.096, -0.277], [-1.826, 3.772, -1.310], [-3.705, -2.102, 4.601], [-2.826, -2.623, 3.448], [-1.564, -3.277, 4.030], [-1.788, -4.617, 4.736], [-2.991, -5.396, 4.187], [-3.399, -5.024, 2.752], [-3.666, -3.583, 2.705], [-4.055, -3.165, 1.537], [-4.704, -5.773, 2.465], [-2.336, -5.510, 1.761], [-2.367, -1.421, 2.639], [-4.595, -1.604, 4.213], [-3.162, -1.380, 5.216], [-4.038, -2.909, 5.256], [-0.837, -3.428, 3.228], [-1.080, -2.585, 4.725], [-0.881, -5.219, 4.641], [-1.926, -4.457, 5.807], [-2.788, -6.467, 4.254], [-3.843, -5.223, 4.850], [-5.507, -5.419, 3.114], [-4.579, -6.842, 2.644], [-5.024, -5.647, 1.430], [-2.207, -6.590, 1.853], [-1.360, -5.051, 1.925], [-2.631, -5.305, 0.731], [-1.794, -0.735, 3.266], [-3.204, -0.854, 2.235], [-1.725, -1.726, 1.813]], "forces_ev_per_angstrom": [[-0.459, -0.545, 0.347], [0.156, 0.137, 0.867], [-0.170, -0.594, -0.608], [0.658, 0.649, -1.154], [-0.369, -0.233, 0.384], [0.062, 0.216, 1.255], [0.338, 0.606, 0.060], [0.334, 0.001, 0.127], [0.586, -0.337, -0.878], [-0.368, 0.734, 0.924], [-0.240, -0.579, 0.407], [0.796, -0.630, -0.639], [-0.470, 0.621, 0.009], [-0.338, 0.396, 0.489], [-0.100, -0.624, -0.460], [0.945, -0.750, -0.798], [-0.796, 0.222, 0.345], [0.305, -0.959, -0.044], [-0.148, 0.681, -0.361], [-0.981, -0.432, 0.118], [0.708, 0.483, -0.290], [-1.743, 0.488, 0.947], [1.795, 0.691, -0.649], [-1.192, -1.911, 2.132], [-0.639, 0.813, -1.092], [1.073, 0.713, -0.475], [0.263, -0.687, -0.227], [-0.072, 0.183, -0.235], [-0.238, -0.176, -0.049], [0.283, 0.372, -0.226], [0.257, 0.072, -0.085], [-0.243, 0.113, -0.342], [-0.110, -0.098, 0.289], [-0.217, 0.185, 0.208], [-0.153, -0.034, 0.281], [-0.132, 0.059, -0.233], [-0.049, -0.260, -0.553], [0.108, 0.069, 0.175], [-0.143, 0.116, -0.194], [0.087, -0.143, -0.192], [0.255, 0.012, -0.007], [-0.296, 0.055, 0.214], [0.117, -0.123, 0.119], [0.083, 0.240, 0.167], [0.128, 0.336, 0.060], [-0.024, -0.487, 0.117], [0.353, 0.396, -0.390], [-0.100, 0.147, 0.339], [-0.193, -0.159, 0.042], [0.154, -0.035, 0.164], [0.062, -0.094, -0.417], [-0.063, 0.076, 0.273], [0.100, 0.472, 1.549], [0.203, -0.511, -0.093], [0.044, -0.054, 0.043], [0.030, 0.266, 0.364], [-0.205, -1.045, 0.955], [0.889, 0.338, -1.742], [-0.271, -0.058, 0.197], [-0.259, 0.065, -0.252], [0.248, 0.251, -0.353], [-0.271, 0.059, -0.550], [0.026, -0.061, -0.107], [0.063, -0.016, -0.064], [0.032, -0.042, -0.052], [-0.116, 0.094, -0.108], [-0.156, 0.140, -0.066], [0.009, 0.050, -0.005], [-0.035, -0.024, -0.019], [-0.060, -0.005, -0.205], [-0.095, 0.044, -0.156], [0.054, 0.060, 0.002], [0.134, 0.036, 0.033], [0.050, 0.122, 0.024], [-0.091, 0.016, 0.112], [-0.039, 0.027, 0.056], [-0.094, 0.122, 0.067], [0.011, -0.187, 0.172], [-0.003, -0.105, -0.064], [-0.060, -0.052, 0.000]], "mulliken_charge": [-1.10, -0.10, -0.43, 0.12, -0.55, 0.69, 0.35, -1.47, 0.78, -0.77, -0.28, 0.69, -0.96, -0.53, -0.65, 0.30, -1.05, 0.10, -0.57, -0.68, -0.42, -0.51, -0.37, 1.31, -0.69, -0.54, -0.20, 0.38, 0.31, 0.13, 0.25, 0.51, 0.44, 0.41, 0.39, -0.85, 0.37, 0.37, 0.34, 0.31, 0.26, 0.25, 0.31, 0.35, 0.49, 0.39, 0.34, 0.35, 0.20, 0.17, 1.23, -1.78, 1.63, -1.26, -0.66, -1.38, 1.63, 0.72, -0.69, -1.86, -1.63, -1.94, 0.42, 0.37, 0.37, 0.29, 0.62, 0.36, 0.34, 0.53, 0.36, 0.43, 0.40, 0.38, 0.39, 0.32, 0.39, 0.43, 0.46, 0.25]}

---

[2]
{"formula": "C7H7Cl2N2O4", "method": "wB97M-V/def2-TZVPD", "charge": -1, "e_homo_ev": -6.00, "gap_ev": 7.1, "largest_force_ha_per_bohr": 0.0835, "e_lumo_ev": 1.08, "symbols": ["C", "C", "C", "C", "C", "C", "C", "N", "N", "O", "O", "O", "O", "Cl", "Cl", "H", "H", "H", "H", "H", "H", "H"], "xyz": [[-0.654, 1.878, 0.875], [0.743, 1.897, 0.978], [-2.477, 1.294, -1.862], [2.662, -1.345, 0.570], [-0.183, -0.023, -0.155], [-2.534, 0.751, -0.244], [2.392, 0.197, 0.275], [-1.250, 0.788, 0.357], [1.008, 0.701, 0.374], [-1.427, 1.000, -2.409], [1.725, -1.991, 1.046], [-3.565, 1.778, -2.163], [3.802, -1.806, 0.399], [-1.611, 3.117, 1.595], [-0.131, -0.819, 2.806], [-0.223, -1.059, 0.103], [-0.208, 0.090, -1.197], [-2.922, -0.208, -0.174], [-3.321, 1.503, 0.281], [2.547, 0.306, -0.791], [3.163, 0.851, 0.829], [0.791, -1.344, 2.098]], "forces_ev_per_angstrom": [[-3.514, -0.679, 0.461], [1.885, -2.503, -1.221], [-1.243, -0.901, 1.334], [1.984, 0.263, 0.437], [1.529, 0.844, 1.663], [-1.974, 3.743, 0.710], [0.953, -0.113, -0.577], [1.492, 2.551, 0.193], [-0.103, 1.266, 1.731], [0.522, 0.390, -0.778], [-2.226, -0.723, 0.587], [0.563, 0.071, -0.236], [-0.415, 1.407, -0.630], [0.226, -0.355, -0.475], [-1.822, 0.783, 1.971], [0.051, -0.573, 0.512], [-0.086, 0.232, -1.898], [-0.703, -1.895, -0.189], [2.225, -1.845, -1.046], [0.804, -0.031, -0.363], [-1.733, -0.905, -0.756], [1.585, -1.026, -1.431]], "nbo_charge": [0.19, 0.00, 0.82, 0.78, -0.11, -0.40, -0.35, -0.24, -0.29, -0.72, -0.77, -0.69, -0.71, 0.07, -0.41, 0.28, 0.30, 0.22, 0.24, 0.22, 0.25, 0.32]}

---

[3]
{"formula": "C3H9NO2", "method": "wB97M-V/def2-TZVPD", "e_homo_ev": -8.91, "gap_ev": 9.6, "largest_force_ha_per_bohr": 0.0389, "e_lumo_ev": 0.74, "symbols": ["C", "C", "O", "O", "H", "H", "H", "H", "C", "N", "H", "H", "H", "H", "H"], "xyz": [[-0.936, 0.528, -2.058], [-1.428, 0.998, -0.696], [-1.979, 0.194, 0.025], [-1.434, 2.316, -0.385], [-1.000, -0.552, -2.096], [0.092, 0.867, -2.177], [-1.715, 0.875, -2.740], [-2.237, 2.383, 0.127], [1.844, -1.287, 1.043], [1.044, -0.568, 1.983], [1.673, -2.345, 0.798], [2.898, -1.367, 1.345], [1.929, -0.708, 0.121], [1.189, -0.776, 2.955], [0.061, -0.560, 1.755]], "forces_ev_per_angstrom": [[-0.058, 0.632, 1.143], [-0.987, -1.739, -0.003], [0.186, 0.515, 0.217], [0.519, -0.405, -1.281], [0.219, -0.113, 0.319], [-0.210, 0.217, -0.808], [0.665, 0.485, -0.445], [-0.273, 0.388, 0.907], [1.688, -0.349, -0.599], [-0.323, 0.333, 0.104], [-0.918, 0.128, 0.058], [-0.162, 0.487, 0.469], [-0.316, -0.197, -0.190], [-0.006, -0.291, 0.033], [-0.025, -0.090, 0.076]], "nbo_charge": [-0.72, 0.79, -0.61, -0.68, 0.24, 0.24, 0.24, 0.50, -0.42, -0.85, 0.16, 0.19, 0.18, 0.36, 0.37]}